A | This record from the OMol25 dataset describes a 2-piece molecular cluster, C2H8OS overall. The level of theory is ωB97M-V/def2-TZVPD.

Its HOMO energy is -8.59 eV. The total charge is 0. As for the multiplicity: 1. Its SMILES is CSC.O. For the orbital gap, the calculation gives 9.32 eV. The calculation puts the molar mass at 80.15 g/mol.

Atoms and positions in Å:
1 C -0.88 -1.50 -0.21
2 S -0.52 -0.35 -1.57
3 C 0.47 0.93 -0.78
4 H -1.42 -2.34 -0.68
5 H -1.50 -1.09 0.60
6 H 0.06 -1.89 0.22
7 H -0.19 1.74 -0.43
8 H 1.33 1.38 -1.32
9 H 0.86 0.39 0.10
10 O 0.64 1.28 1.49
11 H 1.30 0.74 1.01
12 H -0.15 0.70 1.57

---

B | This record from the OMol25 dataset describes a 2-piece molecular cluster, C2H8OS overall. The level of theory is ωB97M-V/def2-TZVPD.

Its HOMO energy is -8.95 eV. The total charge is 0. As for the multiplicity: 1. Its SMILES is CCS.O. For the orbital gap, the calculation gives 9.94 eV. The calculation puts the molar mass at 80.15 g/mol.

Atoms and positions in Å:
1 C -0.85 0.38 -0.91
2 C -0.99 -1.10 -1.26
3 S -2.01 -1.99 -0.08
4 H -1.38 1.03 -1.61
5 H 0.17 0.65 -0.72
6 H -1.41 0.57 0.01
7 H -1.27 -1.23 -2.30
8 H -0.01 -1.58 -1.23
9 H -2.46 -2.99 -0.85
10 O 4.85 4.02 2.04
11 H 5.32 4.04 2.86
12 H 5.02 3.21 1.58

---

Going by the energies, B is most stable and the next is 196.0 kJ/mol up.

---

A | This record from the OMol25 dataset describes a 2-piece molecular cluster, C2H8OS overall. The level of theory is ωB97M-V/def2-TZVPD.

Its HOMO energy is -9.07 eV. The total charge is 0. As for the multiplicity: 1. Its SMILES is CO.CS. For the orbital gap, the calculation gives 10.08 eV. The calculation puts the molar mass at 80.15 g/mol.

Atoms and positions in Å:
1 C 1.91 -6.16 3.33
2 O 0.86 -6.01 2.37
3 H 2.21 -5.14 3.55
4 H 1.56 -6.74 4.21
5 H 2.75 -6.75 2.98
6 H 0.20 -6.66 2.61
7 C -1.41 3.94 -0.90
8 S -0.81 4.44 -2.62
9 H -1.32 2.86 -0.73
10 H -0.87 4.67 -0.28
11 H -2.52 4.06 -0.86
12 H 0.47 4.11 -2.40

---

B | This record from the OMol25 dataset describes a 2-piece molecular cluster, C2H8OS overall. The level of theory is ωB97M-V/def2-TZVPD.

Its HOMO energy is -9.06 eV. The total charge is 0. As for the multiplicity: 1. Its SMILES is CCS.O. For the orbital gap, the calculation gives 9.96 eV. The calculation puts the molar mass at 80.15 g/mol.

Atoms and positions in Å:
1 C -0.12 -0.84 -0.44
2 C 1.47 -0.85 -0.49
3 S 2.13 -2.48 -0.51
4 H -0.39 -1.36 -1.36
5 H -0.49 0.29 -0.51
6 H -0.70 -1.26 0.36
7 H 1.80 -0.35 -1.36
8 H 1.95 -0.19 0.27
9 H 1.69 -2.88 0.68
10 O -4.65 5.64 1.54
11 H -4.28 4.98 0.94
12 H -4.54 5.43 2.40

---

Going by the energies, B is most stable and the next is 28.1 kJ/mol up.